Version 1
A cluster of 2 separate species, C4H14N2O in total. Source: the OMol25 dataset; level of theory: ωB97M-V/def2-TZVPD.

HOMO level in eV: -8.0458
Kohn-Sham gap in eV: 9.0
E_LUMO in eV: 1.0

ORCA input file:
```
! RIJCOSX wB97M-V def2-TZVPD def2/J DEFGRID3
* xyz 0 1
C 0.00637 -2.32154 0.98560
C 0.96292 -1.21033 1.28577
N 0.29237 -0.00824 1.70696
C 0.64200 1.11960 0.86357
C -0.30755 1.07817 -0.48033
N -0.26070 2.19437 -1.35887
H -0.35572 -2.83885 1.89517
H -1.05137 -2.17668 0.68803
H 0.42482 -3.10948 0.36430
H 1.49131 -1.59986 2.20343
H 1.71100 -1.06578 0.57383
H -0.65480 -0.09294 2.01618
H 0.29250 2.13901 1.34534
H 1.69255 1.29185 0.61122
H -1.29835 1.05027 0.01360
H 0.03470 0.15522 -0.96243
H -1.04081 2.76018 -1.61095
H 0.56593 2.69163 -1.65146
O -1.33954 -0.09791 -3.04195
H -0.74932 0.64951 -3.16334
H -1.05829 -0.60819 -2.28368
*
```

---

Version 2
A cluster of 2 separate species, C4H14N2O in total. Source: the OMol25 dataset; level of theory: ωB97M-V/def2-TZVPD.

HOMO level in eV: -9.1452
Kohn-Sham gap in eV: 9.8
E_LUMO in eV: 0.7

ORCA input file:
```
! RIJCOSX wB97M-V def2-TZVPD def2/J DEFGRID3
* xyz 0 1
N 0.12571 0.91269 0.58025
C -0.34863 1.45845 -0.69674
C -0.72640 0.42727 -1.80095
C -1.17899 -0.92725 -1.22808
C -2.26169 -0.86202 -0.11775
N -1.72434 -1.37397 1.17170
H 0.95966 1.44903 0.80950
H 0.48637 -0.02559 0.42455
H -1.24929 2.04937 -0.52898
H 0.37992 2.12138 -1.16028
H -1.58075 0.83144 -2.32177
H 0.16032 0.23554 -2.40018
H -1.60524 -1.55186 -2.02109
H -0.34623 -1.50969 -0.86186
H -3.08486 -1.50273 -0.39015
H -2.50594 0.17866 -0.01380
H -2.47703 -1.86467 1.63622
H -1.54647 -0.59654 1.80359
O 6.28787 -0.16836 2.52320
H 6.83216 0.50796 2.08672
H 5.40383 0.21089 2.50590
*
```

---

Version 3
A cluster of 3 separate species, C4H14N2O in total. Source: the OMol25 dataset; level of theory: ωB97M-V/def2-TZVPD.

HOMO level in eV: -9.0943
Kohn-Sham gap in eV: 9.9
E_LUMO in eV: 0.8

ORCA input file:
```
! RIJCOSX wB97M-V def2-TZVPD def2/J DEFGRID3
* xyz 0 1
C -0.06472 1.83082 0.57487
C -0.60175 0.46714 1.00098
C -1.51855 0.58134 2.22193
N -1.25782 -0.16370 -0.15634
H 0.56869 1.73265 -0.30476
H -0.88898 2.50163 0.32596
H 0.50748 2.28383 1.38309
H 0.24618 -0.17844 1.25724
H -0.97937 0.99938 3.07183
H -1.90334 -0.39710 2.51444
H -2.36701 1.23169 2.00177
H -2.04336 0.40573 -0.45987
H -1.63153 -1.07337 0.09600
C 2.27104 -1.29239 -1.51046
N 1.81880 -2.45193 -1.93009
H 2.25300 -0.95500 -0.47148
H 2.95632 -0.76493 -2.16676
H 1.38984 -2.99463 -1.17911
O 0.63963 -0.26731 -2.24768
H -0.01252 -0.17166 -1.51362
H 0.61795 -1.32374 -2.50794
*
```

---

Version 4
A cluster of 2 separate species, C4H14N2O in total. Source: the OMol25 dataset; level of theory: ωB97M-V/def2-TZVPD.

HOMO level in eV: -7.8970
Kohn-Sham gap in eV: 9.0
E_LUMO in eV: 1.1

ORCA input file:
```
! RIJCOSX wB97M-V def2-TZVPD def2/J DEFGRID3
* xyz 0 1
C -0.71790 1.86033 1.62983
N -0.37043 0.90659 0.63292
C -0.15240 1.15667 -0.78586
C 0.06905 -0.23837 -1.41479
C -1.29693 -0.90037 -1.83331
N -2.19387 -0.98127 -0.67816
H -1.84361 2.02414 1.66982
H -0.47201 1.59855 2.66645
H -0.29067 2.83968 1.40161
H -0.84176 0.03681 0.81294
H -1.02467 1.64083 -1.24378
H 0.68642 1.87499 -0.83351
H 0.50676 -0.78192 -0.58380
H 0.48714 -0.06484 -2.40393
H -1.05712 -1.86583 -2.28974
H -1.59320 -0.33402 -2.73732
H -2.92613 -1.63595 -0.92818
H -2.60995 -0.07955 -0.47939
O 4.84955 -2.32927 2.26458
H 5.75993 -2.32927 1.93759
H 5.03180 -2.39795 3.19603
*
```

---

Most stable of them? version 2.